4
Properties=species:S:1:pos:R:3:forces:R:3:mulliken_charge:R:1 method="wB97M-V/def2-TZVPD" lumo_ev=4.465 total_charge=-1 de_lowest_kcal_mol=4.35 homo_lumo_gap_ev=8.2
Cl 0.830287 -0.806844 -2.021570 0.1592 0.0096 0.1210 -0.94
O -0.619054 0.398971 0.537881 -0.6715 0.4828 0.8117 -0.60
H -0.339347 0.329912 1.450700 0.0336 -0.0129 0.2074 0.28
H 0.128114 0.077961 0.032989 0.4786 -0.4795 -1.1401 0.26

180
Properties=species:S:1:pos:R:3:forces:R:3:mulliken_charge:R:1 method="wB97M-V/def2-TZVPD" lumo_ev=0.228 de_lowest_kcal_mol=97.60 homo_lumo_gap_ev=8.7
C 3.666808 -1.820219 8.208346 0.1187 0.9759 0.4903 -0.72
O 4.172288 -2.073619 9.533166 -0.5883 -0.9848 -1.2268 -0.34
C 3.831358 -3.388229 10.007946 0.0209 0.8379 1.1652 -0.41
C 4.493288 -3.522569 11.390756 1.0522 0.0514 -0.7789 -0.72
N 4.396388 -4.857769 11.940906 -1.0309 0.2995 -0.2644 -0.33
C 3.008858 -5.267889 12.182006 1.1144 -1.2310 1.2651 -0.44
C 3.063268 -6.457569 13.148066 -0.7935 -0.8381 0.0891 -0.74
O 3.643348 -6.169789 14.402796 0.1584 0.4599 0.9324 -0.33
C 3.613468 -7.257889 15.344696 0.3142 0.1091 -0.7363 -0.73
H 2.616478 -1.531789 8.166916 -0.4891 -0.5170 0.5212 0.26
H 3.826398 -2.609899 7.474166 0.2858 -0.2456 0.2338 0.30
H 4.117948 -0.891119 7.859996 0.5758 -0.2105 -0.0009 0.30
H 4.090398 -4.199209 9.327276 0.3944 0.0843 -0.1640 0.37
H 2.760098 -3.453769 10.198276 -0.3886 0.0882 -0.3457 0.30
H 4.123148 -2.716469 12.024236 -0.4779 0.0285 0.2481 0.30
H 5.560378 -3.318429 11.302696 0.1025 0.1146 -0.3006 0.40
H 4.922988 -4.910379 12.801146 -0.0740 0.0085 0.1346 0.27
H 2.574788 -5.646519 11.256626 -0.1685 0.1278 -0.0155 0.29
H 2.352208 -4.527329 12.638596 0.0329 0.5289 -0.1236 0.33
H 3.577948 -7.292689 12.672896 0.3674 -0.0969 -0.1437 0.36
H 2.058178 -6.823299 13.358176 -0.4277 0.0287 -0.2591 0.44
H 4.310868 -8.015039 14.986286 -0.0494 -0.3143 0.0822 0.31
H 2.631758 -7.705479 15.499676 -0.3197 0.0657 -0.4972 0.29
H 3.922748 -6.966769 16.348526 0.2528 0.6329 -0.3281 0.25
C -4.674492 2.426921 -10.045674 0.1431 0.4789 0.8171 -0.85
O -4.755822 2.488071 -8.612624 1.2223 0.0080 -1.1581 -0.26
C -5.623212 1.556371 -8.025304 -1.3299 0.5968 -1.0754 -0.92
C -5.463542 1.605331 -6.537534 0.9105 -0.7729 -0.4253 -0.22
N -4.400752 0.655051 -6.069574 -1.7881 0.3685 -1.3057 -0.50
C -4.387412 0.588071 -4.640874 0.6530 -0.0748 0.4446 -0.55
C -5.608312 -0.127519 -4.003474 1.0776 0.3469 -0.1710 -0.59
O -5.120422 -0.643129 -2.773184 0.0307 0.1308 -0.1567 -0.17
C -5.918022 -1.609229 -2.154164 -0.5377 0.1937 0.4893 -0.83
H -4.386522 1.425461 -10.365424 -0.0207 -0.0150 -0.1682 0.33
H -3.947402 3.172471 -10.367524 0.3895 -0.2670 0.2402 0.25
H -5.576742 2.770951 -10.551344 -0.5731 -0.3927 0.2075 0.36
H -5.635472 0.561681 -8.470904 0.9865 -0.4031 0.1536 0.40
H -6.612592 1.888761 -8.339544 -0.6986 0.2421 0.4682 0.36
H -6.457012 1.399061 -6.139314 0.2915 -0.1081 0.5895 0.37
H -5.121042 2.616681 -6.318504 -0.5274 0.3373 0.3575 0.29
H -3.543892 1.101851 -6.363254 0.3448 -0.2296 -0.1378 0.25
H -4.148132 1.589561 -4.283314 -0.7352 0.3545 0.8649 0.36
H -3.472432 0.052361 -4.388004 -0.2555 -0.5231 0.2996 0.38
H -5.965232 -0.897809 -4.687114 0.3042 -0.4732 -0.0948 0.38
H -6.482422 0.507811 -3.860684 0.0207 0.4066 0.3206 0.28
H -6.949662 -1.277849 -2.035764 -0.3377 0.1220 -0.2944 0.31
H -5.583742 -1.733199 -1.124114 0.4035 -0.1446 -0.1438 0.25
H -5.918962 -2.568289 -2.672134 0.1128 -0.1040 -0.1349 0.32
C 5.970018 0.009941 3.603506 1.0825 0.6011 0.5050 -0.78
O 5.521058 1.355041 3.654336 -1.1690 0.4564 -1.2901 -0.34
C 4.969218 1.882151 2.401816 -0.5960 -0.4166 0.0843 -0.64
C 4.232268 3.240491 2.654476 1.3227 -2.6553 -0.2855 -0.73
N 2.986468 3.020841 3.355366 0.1796 0.9624 -0.7033 -0.09
C 2.595618 4.259471 4.002636 -1.0635 -1.7730 2.2305 -0.70
C 1.404528 3.951141 4.956526 0.3352 0.3341 -0.5841 -0.67
O 1.815318 3.221841 6.114266 0.4745 0.2144 0.7022 -0.31
C 0.799138 2.862511 7.080196 -0.4587 0.0450 -1.6430 -0.70
H 6.863398 -0.026339 2.980086 -0.1190 -0.3576 -0.5353 0.33
H 5.255278 -0.778849 3.368866 -0.3843 0.3517 -0.4134 0.28
H 6.359728 -0.220599 4.595016 -0.2157 0.1111 0.1940 0.27
H 4.297608 1.171801 1.919686 -0.7647 -0.4018 0.6565 0.28
H 5.673788 1.919111 1.570956 1.0025 0.6644 0.4479 0.56
H 4.012958 3.695341 1.688496 0.2627 0.2230 0.0217 0.33
H 5.000228 3.775671 3.212966 -0.2386 0.7559 0.1857 0.34
H 3.036648 2.257851 4.015226 0.2860 0.1571 0.2877 0.23
H 2.340398 5.075691 3.326796 -0.0551 -0.2870 -0.2264 0.39
H 3.330458 4.608141 4.728276 0.6751 0.3219 -0.2177 0.38
H 0.674588 3.350201 4.414156 -0.4323 0.2581 -0.0593 0.33
H 1.088878 4.974811 5.157916 -0.8888 -0.1547 0.7301 0.44
H 1.168798 2.477561 8.030596 0.6969 0.4437 -0.2653 0.25
H 0.210648 2.050091 6.653846 -0.1950 -0.2022 -0.1062 0.24
H 0.093418 3.677931 7.238766 0.1667 0.2599 0.2090 0.32
C 1.184758 4.679421 -4.374234 -0.7923 0.8623 -0.1244 -0.78
O 0.337398 4.820261 -5.573344 2.2350 -0.5136 1.7907 -0.38
C 0.569068 3.693381 -6.403574 -0.4853 -0.0726 0.2248 -0.39
C -0.434042 3.797251 -7.518064 -0.3809 -1.5518 -0.6499 -0.60
N -0.737052 2.437761 -8.067654 -0.7802 0.9352 1.0300 -0.19
C 0.391898 1.741411 -8.634914 -0.6023 1.0003 -1.2830 -0.48
C 0.010118 1.062071 -9.959064 0.8668 0.2580 -0.9318 -0.84
O -0.332952 2.014241 -11.009974 -0.2815 -0.5018 0.2359 -0.29
C -0.505432 1.445361 -12.344464 0.6861 0.9482 1.3751 -0.76
H 2.255808 4.833941 -4.504904 0.0983 -0.2167 -0.8414 0.32
H 1.043588 3.731771 -3.854484 -0.2177 -0.2699 -0.3249 0.30
H 0.934878 5.454231 -3.649424 -0.5213 0.1215 -0.2534 0.30
H 0.418898 2.781141 -5.826194 -0.5252 -0.2460 0.1314 0.34
H 1.590788 3.557741 -6.758234 0.3730 0.7176 -0.1280 0.36
H -0.101582 4.449551 -8.325584 0.2554 0.2845 -0.0134 0.25
H -1.354202 4.206661 -7.101164 -0.0018 -0.0497 -0.0324 0.40
H -1.479782 2.560051 -8.741084 0.0515 -0.1689 -0.1801 0.05
H 0.843828 1.062801 -7.911494 -0.0657 -0.3437 -0.2108 0.32
H 1.136148 2.494321 -8.894334 0.5399 -0.0149 -0.1650 0.37
H -0.789062 0.329441 -9.846514 -0.1053 -0.0878 0.0889 0.39
H 0.923088 0.592671 -10.325464 0.0173 -0.6275 0.1268 0.47
H -0.737462 2.312261 -12.963124 -0.5364 -0.2239 0.0268 0.25
H -1.254512 0.653651 -12.357384 -0.1291 0.1179 -0.0863 0.28
H 0.439978 1.087511 -12.752194 0.1968 -0.3978 0.2606 0.31
C 7.342688 -4.565489 -4.861554 -0.4256 -0.2369 0.0169 -0.79
O 6.635778 -3.444469 -4.327924 0.2516 -0.3460 -0.7349 -0.26
C 5.267208 -3.702559 -3.994164 0.7437 0.8031 0.6876 -0.72
C 4.687318 -2.377019 -3.395194 0.1554 -1.5796 -0.1958 -0.47
N 4.551818 -1.361739 -4.406734 -0.0943 0.5780 -0.1207 -0.33
C 4.181818 -0.051939 -3.853254 0.0425 0.7264 0.6381 -0.78
C 5.261448 0.818161 -3.154444 0.2953 -1.0116 -1.1290 -0.45
O 6.022518 1.463011 -4.200344 -0.3848 -0.1977 0.3006 -0.33
C 7.230288 2.040461 -3.750084 -0.4344 0.1495 1.0505 -0.75
H 6.854268 -5.026859 -5.719854 -0.4384 0.2139 -0.1974 0.32
H 7.442068 -5.371869 -4.134934 -0.0016 0.0188 0.3939 0.30
H 8.344038 -4.318149 -5.213994 -0.1136 0.5884 0.3271 0.25
H 5.256358 -4.532659 -3.287834 -0.1393 0.1021 0.5796 0.43
H 4.675128 -4.077809 -4.828864 0.0192 0.4385 -0.4921 0.37
H 5.312858 -1.994659 -2.588584 0.2777 -0.4917 0.3929 0.27
H 3.729198 -2.676589 -2.970484 -0.2872 0.3369 0.0193 0.37
H 5.462168 -1.329149 -4.842964 0.0925 0.4214 -0.4178 0.29
H 3.411608 -0.195449 -3.095454 -0.1786 -0.3160 0.0104 0.36
H 3.717528 0.602691 -4.590824 0.0672 -0.2387 -0.3676 0.27
H 5.864678 0.153501 -2.536024 0.6604 -0.1371 -0.1271 0.32
H 4.829668 1.492981 -2.415334 -0.2325 0.6202 -0.3725 0.48
H 6.998908 2.654951 -2.880044 0.1418 0.0630 0.4177 0.31
H 7.695638 2.749251 -4.435044 -0.3113 -0.4950 -0.5968 0.26
H 7.926828 1.259701 -3.444534 0.2653 0.0067 -0.0710 0.29
C 0.645088 -5.979139 0.820736 -0.2151 -0.3318 0.3326 -0.64
O -0.233212 -6.239369 1.895046 -1.2376 -0.4112 -1.5443 -0.35
C 0.193788 -5.961529 3.159676 0.9465 -0.1648 1.6478 -0.41
C -0.962292 -6.107129 4.164116 0.4260 0.5095 -0.5295 -0.35
N -0.533762 -5.964729 5.583966 0.1042 0.0895 -1.4990 -0.37
C 0.234758 -4.755879 5.929366 -0.6230 -0.0864 0.6993 -0.45
C -0.664212 -3.722939 6.544616 0.2783 0.3492 0.3258 -0.75
O -1.496802 -3.136469 5.581806 -1.3188 0.6514 0.6629 -0.19
C -2.529602 -2.347389 6.234566 0.2422 0.0723 -1.3990 -0.77
H 0.157688 -6.365119 -0.074554 -0.0955 0.3282 0.0077 0.26
H 1.580708 -6.532509 0.901306 0.2603 -0.0111 0.2952 0.30
H 0.853348 -4.911809 0.746196 0.0540 0.1333 -0.1542 0.22
H 0.657988 -4.977219 3.220966 -0.1033 0.4072 -0.0461 0.28
H 0.978548 -6.664329 3.439556 0.3516 -0.2556 0.2370 0.28
H -1.413792 -7.081059 3.975136 0.1078 -0.1662 0.3730 0.34
H -1.707682 -5.377289 3.848156 -0.2026 0.2936 0.2105 0.22
H -1.380302 -5.845769 6.121856 -0.1919 -0.4773 0.0120 0.27
H 0.776508 -4.201719 5.162866 0.0249 -0.6898 -0.4483 0.17
H 0.936608 -5.051969 6.709016 0.3288 0.1193 -0.0520 0.30
H -0.005152 -2.988849 7.008136 -0.0397 0.4797 0.2613 0.33
H -1.315672 -4.130119 7.317856 0.1542 -0.3662 0.3866 0.44
H -3.258052 -2.104549 5.460946 0.1463 0.0908 -0.1059 0.25
H -2.125662 -1.411169 6.619816 0.1750 -0.0066 0.1381 0.28
H -3.109552 -2.839529 7.015306 0.4505 -0.5188 0.1792 0.34
C -3.306132 5.115301 0.042576 0.2266 0.3398 0.4974 -0.70
O -4.608052 5.518851 -0.269954 -0.3396 -0.2568 -0.9491 -0.35
C -5.101672 4.825661 -1.400594 -0.7230 0.0690 -0.7561 -0.53
C -6.470072 5.418481 -1.734164 0.3200 -0.2234 -0.4751 -0.59
N -7.017972 4.999401 -3.060654 1.3522 0.6569 1.2884 -0.25
C -8.401292 5.410361 -3.167984 -0.3999 -0.8981 -1.3358 -0.66
C -8.978842 5.097761 -4.604044 -0.5633 -0.3391 1.2312 -0.61
O -9.090932 3.684881 -4.784434 -0.0147 0.0148 -0.1047 -0.25
C -9.722752 3.223751 -5.982734 0.8512 0.0319 0.3046 -0.80
H -2.915942 5.874341 0.720586 0.1264 -0.1566 0.0941 0.27
H -2.664122 5.083811 -0.837734 0.0557 -0.0903 -0.1412 0.29
H -3.315112 4.145611 0.540286 0.1720 -0.1952 0.0082 0.28
H -5.197892 3.751611 -1.241654 -0.0948 -0.3216 0.5767 0.31
H -4.468032 4.858661 -2.286874 0.5245 0.6335 -0.0087 0.42
H -6.368442 6.503701 -1.726004 -0.1152 0.0325 0.0429 0.33
H -7.083542 5.103551 -0.890034 -0.6379 0.2088 0.0537 0.25
H -6.922072 3.994011 -3.070594 -0.4102 -0.2422 -0.4007 0.15
H -8.512882 6.476551 -2.970744 0.2788 0.1283 -0.2133 0.45
H -8.954802 4.911281 -2.372594 -0.7315 -0.1583 -0.1568 0.38
H -8.382972 5.575751 -5.381564 0.3248 -0.1106 -0.0295 0.33
H -9.995062 5.485071 -4.677514 -0.1468 0.4315 0.1082 0.39
H -9.224982 3.618081 -6.868634 0.2647 0.0116 -0.1119 0.31
H -10.781942 3.439721 -6.122684 -0.2249 0.3205 0.6164 0.33
H -9.600272 2.141241 -5.947124 -0.0454 0.0487 -0.1658 0.25
C -0.418622 -0.246369 2.204696 0.0014 -0.0698 -0.1501 -1.38
C 0.152428 -0.098459 0.803676 -1.3105 0.6146 0.0276 0.89
C -0.836622 -0.523599 -0.290804 0.7370 -0.0737 0.3325 -1.41
O 0.484748 1.297491 0.546446 -0.0807 -1.1581 -0.1918 -0.49
H -0.660462 -1.273249 2.478796 0.1940 -0.2181 -0.2421 0.35
H -1.356662 0.298601 2.310456 0.2396 0.4208 0.2027 0.31
H 0.389208 0.072121 2.863546 -0.3869 0.2889 0.5150 0.34
H 1.005478 -0.776999 0.804646 0.5328 0.2935 -0.5466 0.07
H -1.050972 -1.582239 -0.144414 0.0092 -0.0987 -0.2122 0.34
H -0.354122 -0.364899 -1.255234 -0.1840 -0.1260 -0.1111 0.32
H -1.789322 0.005751 -0.275474 0.1600 0.2363 0.1860 0.39
H 0.902908 1.687131 1.317756 0.1758 -0.0532 0.2600 0.24

5
Properties=species:S:1:pos:R:3:forces:R:3:mulliken_charge:R:1 method="wB97M-V/def2-TZVPD" lumo_ev=-1.706 de_lowest_kcal_mol=45.29 homo_lumo_gap_ev=7.5
C -2.591976 0.183339 0.043105 9.8405 -2.4888 -0.5699 -0.02
C -1.062967 -0.209378 -0.045208 -7.7113 2.6846 0.5869 -0.21
Si 0.677187 -0.035572 -0.011759 -2.1475 -0.2284 0.0360 0.31
H 1.585332 -1.171672 0.108380 0.0273 -0.1864 -0.0113 -0.04
H 1.392424 1.233282 -0.094517 -0.0090 0.2189 -0.0418 -0.04

62
Properties=species:S:1:pos:R:3:forces:R:3:mulliken_charge:R:1 method="wB97M-V/def2-TZVPD" lumo_ev=-1.652 homo_lumo_gap_ev=7.1
C -0.936911 2.235787 0.568423 2.2874 -7.6007 -5.3675 -0.27
C -0.538445 1.028801 -0.077977 -1.2239 7.7959 4.3387 -0.28
P 0.502614 -0.504795 -0.661183 -3.2883 1.0572 0.5592 0.64
C 0.585218 -0.447524 -2.568874 0.6544 0.2234 -1.5252 -1.01
N -0.683435 -0.889863 -3.276483 0.7246 1.5682 -0.1957 -0.35
C -0.367103 -0.687012 -4.767431 0.9754 -0.5167 -0.8741 -0.38
C -0.478362 -2.044641 0.018032 -5.9135 -7.8774 4.1763 0.40
O -0.000921 -3.304563 -0.038891 -0.8202 7.6300 -0.7510 -0.55
O -1.822808 -1.896453 0.666584 7.6798 1.2673 -4.0405 -0.58
C 2.251583 -0.576394 0.103486 1.5290 -2.2320 1.8760 0.57
F 2.126744 -0.181421 1.530552 0.7420 -0.8810 -4.6847 -0.20
F 2.694749 -2.021029 0.116496 -1.3775 4.7298 -0.2101 -0.24
C 3.408766 0.235005 -0.733989 3.2089 -1.1170 0.5325 0.45
F 4.674908 0.095229 0.078733 -4.1184 0.4271 -2.5884 -0.27
F 3.723754 -0.377013 -2.062809 -1.4942 2.0973 4.4624 -0.24
C 3.150434 1.847084 -0.885884 1.8080 3.8750 -0.5246 0.64
F 2.286627 2.443670 0.164958 2.8929 -2.4499 -4.0338 -0.15
F 4.500611 2.504028 -0.719534 -4.8254 -2.1511 -0.6421 -0.25
F 2.703743 2.253181 -2.268341 1.1360 -1.6055 5.1301 -0.22
H -1.452355 3.300664 0.721199 1.3177 -3.0204 -0.2564 0.34
H 0.839607 0.641491 -2.976729 0.0553 -2.1114 1.4070 0.59
H 1.428441 -1.224070 -2.894469 -1.6707 1.7548 0.9227 0.46
H -1.440419 -0.195200 -3.084054 0.8780 -0.8558 0.2178 0.30
H -0.595673 -1.681434 -5.362659 0.3363 2.4977 1.2800 0.03
H 0.798824 -0.495101 -4.874222 -2.3972 -0.4065 -0.0167 0.26
H -0.898938 0.251977 -5.227215 0.8571 -1.9164 0.9042 0.31
O -0.023988 1.393661 3.989433 1.3122 -0.1081 1.4625 -0.54
C 0.900631 1.051980 4.708119 -1.3794 0.6010 -1.4512 0.45
O 1.243953 1.679161 5.871289 -0.6176 -0.0216 -0.6066 -0.36
C 2.432352 1.084540 6.390822 0.5453 0.0763 0.6182 -0.48
C 2.491936 -0.288830 5.775012 0.4317 -0.7664 0.2568 -0.61
C 1.847900 -0.075266 4.428530 0.0775 -0.4923 0.2153 -0.11
H 3.287599 1.705799 6.104891 -0.0775 -0.0185 0.0154 0.26
H 2.375663 1.040137 7.482350 -0.1193 0.2280 -0.2045 0.34
H 3.507019 -0.690392 5.715793 -0.1300 0.0988 0.0825 0.33
H 1.885813 -0.986751 6.365381 0.1357 0.1142 -0.0665 0.30
H 2.573899 0.246119 3.676566 -0.1733 -0.0365 0.0614 0.06
H 1.312237 -0.966697 4.094123 0.0497 0.3328 -0.2910 0.33
O -4.357222 5.309118 3.714044 1.2959 -0.1801 1.4869 -0.59
C -3.432602 4.967435 4.432731 -1.4472 0.7637 -1.3693 0.42
O -3.089280 5.594616 5.595900 -0.6285 -0.0113 -0.6176 -0.35
C -1.900881 4.999996 6.115434 0.4259 0.0180 0.5359 -0.49
C -1.841297 3.626625 5.499624 0.6217 -0.7014 0.2818 0.00
C -2.485334 3.840190 4.153142 0.0460 -0.5357 0.2202 -0.15
H -1.045634 5.621254 5.829503 -0.0615 -0.0116 0.0143 0.27
H -1.957571 4.955593 7.206962 -0.1140 0.2293 -0.1926 0.32
H -0.826214 3.225063 5.440405 -0.2585 0.0955 0.0573 -0.12
H -2.447420 2.928705 6.089992 0.1162 0.1042 -0.0768 0.27
H -1.759334 4.161575 3.401178 -0.1042 -0.0505 -0.0328 0.09
H -3.020996 2.948758 3.818735 0.0915 0.3081 -0.2643 0.34
O -0.339484 -2.658546 -7.115801 -1.5382 -1.1190 -0.3939 -0.65
C -1.137827 -3.578763 -7.179277 1.0714 1.3453 0.2611 0.57
O -2.489791 -3.419169 -7.283731 0.9732 0.4417 -0.0181 -0.34
C -3.118424 -4.698596 -7.223168 -0.7639 -0.3672 0.0545 -0.41
C -2.052223 -5.684921 -7.622292 -0.0503 -0.8742 -0.3246 -0.49
C -0.792334 -5.035391 -7.108292 0.0700 -0.4043 -0.3274 -0.43
H -3.476265 -4.863972 -6.201520 0.0326 0.0472 -0.0797 0.27
H -3.972580 -4.722459 -7.906152 0.1256 0.2552 0.1769 0.30
H -2.222091 -6.687953 -7.222015 -0.0601 0.1649 -0.0640 0.32
H -2.006862 -5.760054 -8.715594 -0.0467 -0.0126 0.1765 0.27
H -0.591015 -5.304684 -6.067732 0.1321 0.0997 -0.0733 0.27
H 0.066417 -5.268286 -7.742106 0.0627 0.2054 0.3807 0.28